Formula: C4H11NO2
Source: the OMol25 dataset
Level of theory: the ωB97M-V functional and the def2-TZVPD basis

Each line ends with the Löwdin charge.
Atoms and positions in Å:
1 C -0.8066 -0.8963 1.9721  -0.033
2 N 0.4336 -0.8144 1.1528  -0.103
3 C 1.1432 0.4731 1.3216  -0.055
4 H -1.4066 -1.7227 1.6188  0.091
5 H -0.5537 -1.0293 3.0217  0.088
6 H -1.3329 0.0564 1.7824  0.109
7 H 0.0826 -0.7580 0.1167  0.065
8 H 1.0502 -1.6189 1.2669  0.169
9 H 0.6437 1.2972 0.8428  0.093
10 H 2.1323 0.3256 0.8797  0.097
11 H 1.1650 0.6358 2.4062  0.092
12 O 1.1566 0.3200 -1.3561  -0.057
13 C -0.0643 0.2109 -1.6205  -0.686
14 O -0.9266 -0.4014 -0.8935  -0.075
15 C -0.5808 0.8615 -2.9072  -0.019
16 H -1.5885 0.4329 -3.1205  0.080
17 H -0.6371 1.9674 -2.7693  0.086
18 H 0.0900 0.6602 -3.7146  0.057

Results
- Energy relative to the best compared isomer or geometry (same formula, charge and spin): 98.36 kJ/mol
- Largest force on an atom: 0.0355 Eh/bohr
- Electronic energy: -9911.2225 eV
- E_HOMO: -0.323 Ha
- Total charge: 0

---

Formula: C8H12O
Source: the OMol25 dataset
Level of theory: the ωB97M-V functional and the def2-TZVPD basis

Each line ends with the Löwdin charge.
Atoms and positions in Å:
1 C -0.6084 0.3093 -1.9934  -0.136
2 C 0.4702 -0.1041 -0.7917  -0.223
3 C -1.1921 -1.0656 0.4161  -0.117
4 C -1.1017 -0.0167 1.2607  -0.020
5 C 0.5236 0.3439 1.5046  -0.273
6 C 1.1552 -1.0575 1.1592  -0.101
7 C 0.2100 -1.4905 -0.0029  -0.206
8 C 0.9030 1.0614 0.3747  -0.327
9 H -1.1131 -0.6440 -2.6198  0.149
10 H -0.3117 1.1717 -2.7449  0.101
11 H -1.6079 0.5937 -1.6517  0.027
12 H 1.5467 0.1282 -1.3388  0.159
13 H -2.1575 -1.4948 0.2023  0.101
14 H -1.8564 0.8726 1.6489  0.162
15 H -0.7594 1.9393 -1.1367  0.287
16 H 0.5021 0.9193 2.5137  0.167
17 H 0.8431 -1.7769 2.1233  0.174
18 H 2.1226 -1.1641 1.0262  0.050
19 H 0.3718 -2.4839 -0.3831  0.127
20 H 1.9216 1.5133 0.2870  0.144
21 O 0.1382 2.4454 0.1461  -0.245

Results
- Energy relative to the best compared isomer or geometry (same formula, charge and spin): 878.37 kJ/mol
- Largest force on an atom: 0.1839 Eh/bohr
- Electronic energy: -10528.8582 eV
- E_HOMO: -0.339 Ha
- Total charge: 0

---

> Number 1 is which compound?

C4H11NO2

---

> What is the formula in the first record?

C4H11NO2